[1]
Molecular formula: CH3ClS2
Method: DFT, ωB97M-V/def2-TZVPD

```
7
Properties=species:S:1:pos:R:3:forces:R:3:mulliken_charge:R:1
C 1.508928 0.451405 0.335858 -0.070 0.509 -0.235 -0.38
S 1.118806 1.932321 -0.143563 0.065 -0.211 0.099 -0.17
H 1.780125 0.236967 1.360605 0.038 -0.081 0.182 0.27
H 1.515221 -0.380575 -0.355321 0.048 -0.134 -0.048 0.28
S -1.434740 -1.124963 -0.027349 0.018 -0.199 0.145 -0.09
Cl -2.698086 0.450345 0.070377 -0.002 0.050 -0.071 -0.10
H -1.790251 -1.565498 -1.240610 -0.097 0.067 -0.072 0.19
```
Forces are in eV/Å.

Values from the calculation:
Net charge: 0
Relative energy (zero: lowest compared OMol25 entry of this formula, charge and spin): 160.2 kJ/mol

***

[2]
Molecular formula: CH3CuFO2
Method: DFT, ωB97M-V/def2-TZVPD

```
8
Properties=species:S:1:pos:R:3:forces:R:3:mulliken_charge:R:1
O 1.523410 -1.294084 0.245271 -0.365 0.936 -0.504 -0.65
C 1.684554 -1.605035 1.571179 -0.198 0.211 0.621 -0.48
Cu 0.263861 0.179267 -0.315237 -0.228 -1.619 0.428 0.35
H 2.146590 -0.784490 2.176028 -0.076 -0.202 -0.127 0.17
H 0.726605 -1.842180 2.100324 0.236 0.050 -0.143 0.17
H 2.336993 -2.494934 1.751714 -0.127 0.204 -0.306 0.18
O -1.831645 0.319338 -0.728352 0.777 -0.071 0.067 -0.49
F -1.328448 1.725528 -0.663600 -0.018 0.491 -0.036 -0.26
```
Forces are in eV/Å.

Values from the calculation:
Net charge: -1

***

[3]
Molecular formula: CH3F2N3O4S3
Method: DFT, ωB97M-V/def2-TZVPD

```
16
Properties=species:S:1:pos:R:3:forces:R:3:mulliken_charge:R:1
C 2.831000 -1.331638 0.771594 0.667 0.408 0.331 -0.72
N -0.993814 -1.016152 0.480170 0.145 -0.231 -0.029 -0.34
N -2.124219 1.382909 0.037967 -0.346 0.163 0.201 -0.42
N 1.466341 -1.646560 0.464749 -2.527 1.298 -1.425 -0.23
O -3.396466 -0.606747 0.819123 0.090 0.139 0.238 -0.55
O -0.731324 3.221357 -0.992092 -0.235 0.245 0.323 -0.56
O -0.055805 0.841277 -1.133125 0.109 0.907 -1.281 -0.55
O 0.717759 0.654699 1.295889 0.284 0.454 -0.109 -0.51
F -2.462524 -0.597666 -1.425656 0.026 0.225 1.530 -0.24
F -1.891532 1.695597 -2.435350 0.721 0.269 1.319 -0.21
S -2.256216 -0.162627 0.127548 -0.713 -1.330 -1.692 1.10
S -1.112994 1.873201 -1.042071 0.935 -1.127 -1.601 1.28
S 0.463707 -0.470592 0.455231 0.629 -1.301 2.240 1.08
H 3.432193 -1.307666 -0.137337 0.009 -0.059 0.033 0.27
H 2.923091 -0.385299 1.308354 0.197 -0.071 -0.006 0.34
H 3.190803 -2.144094 1.405006 0.011 0.012 -0.070 0.27
```
Forces are in eV/Å.

Values from the calculation:
Net charge: 0
Relative energy (zero: lowest compared OMol25 entry of this formula, charge and spin): 0.0 kJ/mol

***

[4]
Molecular formula: CH3F2O2PS
Method: DFT, ωB97M-V/def2-TZVPD

```
10
Properties=species:S:1:pos:R:3:forces:R:3:mulliken_charge:R:1
C 0.018165 -0.276804 -0.435766 0.648 0.488 0.853 -0.73
O 1.653916 -1.697110 1.042771 0.057 -0.425 1.003 -0.51
O 2.921519 0.386625 0.284158 -0.625 0.855 0.615 -0.25
F 4.876892 -0.935651 0.085228 0.743 -0.668 0.380 -0.22
F 4.814835 0.992449 -1.204314 -0.076 0.131 1.217 -0.25
P 4.555759 0.577664 0.356156 -1.708 -0.396 -2.122 0.47
S 1.841672 -0.895667 -0.135801 -0.129 0.379 -1.358 0.67
H -0.168957 -1.032769 -1.216304 -0.280 0.332 0.269 0.27
H -0.557216 -0.536408 0.532750 1.038 0.681 -1.627 0.27
H -0.139642 0.766507 -0.862790 0.333 -1.377 0.771 0.29
```
Forces are in eV/Å.

Values from the calculation:
Net charge: 0
Relative energy (zero: lowest compared OMol25 entry of this formula, charge and spin): 38.0 kJ/mol

***

Number 1: HOMO -8.810 eV. Number 2: HOMO -3.660 eV. Number 3: HOMO -11.408 eV. Number 4: HOMO -9.602 eV.